C42H39AuF4N9Sb as an isolated structure in a non-equilibrium geometry, computed with ωB97M-V/def2-TZVPD.

```
96
Properties=species:S:1:pos:R:3:forces:R:3
Au -1.535 -0.236 1.842 -0.41 -0.23 -2.69
Sb -0.035 0.911 -4.362 0.11 0.25 0.05
F 3.652 -1.475 0.633 -0.15 -0.94 0.93
F 1.361 -1.066 5.511 0.75 -0.02 -0.69
F 2.723 0.958 4.645 0.24 -1.76 -1.77
F 2.675 -3.734 1.868 -0.46 1.08 0.00
N -1.374 -0.413 3.829 1.01 -2.36 5.92
N 0.751 -4.266 6.661 0.24 0.77 -1.97
N 4.532 3.251 2.380 -2.05 -2.66 -0.60
N -1.564 1.698 1.780 -1.05 0.89 0.03
N -1.687 1.930 4.233 -0.01 -2.61 0.89
N -1.755 -2.226 1.890 1.14 -1.14 -0.88
N 2.437 1.062 -0.697 0.92 0.33 1.99
N 1.147 -5.377 3.029 -0.97 0.14 0.12
N -0.844 -2.739 4.114 -0.73 0.71 -1.70
C -1.430 2.254 0.567 0.92 1.68 1.49
C -1.135 -4.819 1.041 -0.46 0.77 -0.17
C 1.392 3.142 -5.876 0.29 -0.97 -1.42
C 3.110 -0.180 2.486 0.88 -0.04 0.33
C 3.167 -1.466 1.892 -1.19 1.36 -0.32
C -1.350 3.783 2.908 1.04 0.46 -0.80
C 2.728 -0.181 3.842 -0.50 2.25 0.61
C -1.619 0.310 6.088 0.81 -2.18 -1.41
C 2.002 -1.243 4.327 -1.14 0.13 1.12
C -1.233 -1.134 8.367 0.45 1.54 1.74
C -1.114 -4.479 2.486 -1.98 -0.40 -1.12
C -1.577 0.691 4.651 -0.96 2.85 -0.30
C 1.709 -2.407 3.632 0.12 0.41 0.53
C -3.108 0.530 -4.355 1.10 2.28 -0.75
C -1.541 -3.844 0.133 0.58 -0.71 0.71
C -1.289 -1.118 6.014 -1.27 2.05 1.92
C 1.447 -0.767 -3.898 -1.66 0.59 0.24
C -1.838 0.973 7.278 -0.55 0.15 -0.58
C -0.355 3.975 -4.147 1.51 0.45 1.09
C 0.568 -3.293 4.204 -0.63 -1.91 -0.31
C 0.679 -1.335 -2.659 1.11 0.36 0.48
C -2.104 0.477 -5.540 0.85 0.16 0.35
C 3.916 2.268 2.131 2.04 1.56 0.73
C 3.424 1.004 1.669 0.03 0.79 1.26
C 0.756 -3.821 5.586 0.09 -0.51 0.98
C 1.522 -1.656 -5.098 -0.24 -0.27 -1.45
C 1.984 3.207 -3.417 0.17 -0.50 -0.90
C -0.816 4.278 1.699 -0.37 0.50 0.48
C 2.965 1.063 0.348 -1.32 -0.52 -2.21
C -1.591 0.217 8.428 0.36 -0.02 0.06
C -1.567 2.393 2.936 0.36 1.57 0.07
C -2.106 -0.876 -6.203 -0.01 -0.09 -0.97
C -1.229 -1.488 4.647 0.90 2.08 -2.25
C -1.287 -3.105 2.787 -1.90 1.98 -0.10
C 0.314 -4.538 3.247 4.19 -1.35 1.36
C 0.889 3.072 -4.452 -2.22 -0.31 0.03
C 2.822 -0.248 -3.577 0.92 0.78 0.98
C -1.832 -2.560 0.574 -0.32 -0.99 0.77
C -1.151 -1.813 7.198 -0.30 -2.06 -1.58
C -2.134 1.611 -6.590 -0.59 1.69 1.11
C 2.477 -2.540 2.461 0.69 -1.42 -0.90
C -0.884 3.530 0.524 -0.23 -0.38 -0.32
H -3.183 -0.415 -3.845 0.02 -0.27 0.22
H -2.125 -1.806 -0.146 -0.48 -0.12 0.43
H 2.479 4.170 -3.699 -0.12 -0.67 0.71
H 0.574 -2.207 -5.276 0.67 0.27 -0.05
H -1.357 -0.938 -7.027 -0.17 -0.27 0.95
H -0.892 -5.862 0.774 -0.34 0.72 0.05
H 1.783 -1.046 -5.991 -0.40 -0.41 0.34
H 2.679 2.354 -3.560 -0.03 0.83 0.30
H -1.772 -3.950 -0.910 0.53 -0.83 -0.33
H 0.862 -0.571 -1.864 -0.57 -0.66 -0.29
H -0.878 -1.567 9.294 -0.50 -0.39 -0.01
H -2.949 1.538 -7.350 0.47 -0.39 0.67
H 1.592 3.178 -2.396 0.22 0.24 -0.15
H -2.256 2.000 7.295 0.69 -0.75 0.06
H -0.415 -1.543 -2.772 0.91 0.23 -0.20
H -4.017 0.745 -4.923 -0.52 0.07 0.72
H -1.179 1.697 -7.116 -0.23 -0.20 -0.07
H 1.848 2.137 -6.182 -0.24 1.43 0.31
H -1.752 1.633 -0.225 0.19 -0.22 -0.94
H 2.202 3.897 -5.931 -0.49 -0.25 -0.27
H -1.430 4.395 3.842 0.14 -0.80 -1.10
H 2.894 0.352 -2.609 -0.19 -0.85 -1.59
H -1.855 -5.159 2.993 1.37 0.26 0.34
H -3.051 -1.026 -6.768 0.10 0.37 0.45
H -2.092 -1.679 -5.465 0.49 -0.14 -0.27
H 3.377 -1.189 -3.421 0.31 0.42 0.04
H -0.381 5.284 1.618 -0.39 -0.42 0.29
H -1.053 -2.908 7.162 0.25 0.72 0.30
H 0.587 3.338 -6.659 0.97 0.00 1.15
H 2.376 -2.354 -5.056 -0.45 -0.05 0.42
H 1.181 -2.254 -2.302 -0.21 0.16 -0.22
H -1.598 0.700 9.399 -0.21 -0.05 -0.08
H -0.519 3.925 -0.415 -0.17 0.18 0.02
H -2.304 2.622 -6.074 0.22 -1.37 -0.68
H -1.068 4.004 -4.949 -0.24 0.07 -0.36
H -0.028 5.022 -3.878 -0.15 -0.88 -0.64
H -0.844 3.635 -3.225 -0.04 -0.07 -0.22
H 3.328 0.316 -4.416 -0.67 -0.70 0.79
H -2.833 1.389 -3.618 -0.89 -1.48 -1.30
```
Positions in Å, forces in eV/Å.

As for the spin multiplicity: 3. Its charge is +2. The energy relative to the best compared isomer or geometry (same formula, charge and spin) comes out at 86.27 kcal per mole. Its expectation value of S² is 2.04.


A 3-piece molecular cluster, C4H13NO2 overall in a non-equilibrium geometry, computed with ωB97M-V/def2-TZVPD.

```
20
Properties=species:S:1:pos:R:3:forces:R:3
O 1.606 1.759 -0.008 0.20 0.56 0.41
O 1.198 0.381 2.642 -0.09 0.01 -0.25
N 0.517 -0.808 -1.138 0.41 0.37 -0.27
C -0.704 -0.391 -0.619 0.02 -0.32 1.81
C -2.470 -0.119 1.061 -0.32 -0.39 0.71
C 0.763 -0.482 -2.555 -1.24 -1.70 0.22
C -1.423 -0.964 0.385 1.05 2.40 -2.48
H -2.898 -0.750 1.836 -0.60 0.14 0.01
H 0.801 -1.731 -0.856 0.06 -0.19 -0.08
H 1.187 0.768 1.747 -0.06 0.05 0.51
H 0.276 0.321 2.918 0.16 0.03 -0.19
H -0.061 -1.004 -3.102 0.81 0.60 -0.34
H -1.240 -1.996 0.533 -0.06 -0.84 0.88
H 1.411 2.486 -0.621 -0.03 -0.82 0.15
H 0.684 0.586 -2.720 0.14 0.15 0.00
H -3.232 0.211 0.356 -0.24 -0.24 0.06
H 1.730 -0.887 -2.866 -0.18 0.30 0.04
H -0.871 0.637 -0.888 -0.47 0.42 -0.12
H -2.175 0.810 1.596 0.55 -0.62 -0.46
H 1.392 0.885 -0.363 -0.12 0.07 -0.62
```
Positions in Å, forces in eV/Å.

As for the SMILES: C/C=C/NC.O.O. The energy relative to the best compared isomer or geometry (same formula, charge and spin) comes out at 30.83 kcal per mole.


An isolated molecule of C4H5NO2, computed with ωB97M-V/def2-TZVPD.

```
12
Properties=species:S:1:pos:R:3:forces:R:3
O -0.764 -0.097 2.181 0.19 0.60 -0.12
O 0.344 2.201 -0.172 -0.07 -0.42 0.24
N 0.650 -0.086 -0.178 0.04 0.24 0.14
C -0.198 -1.237 -0.360 -0.14 -0.24 0.05
C 0.225 1.107 0.340 0.12 0.09 -0.21
C 0.448 -0.548 -1.524 0.08 0.02 -0.27
C -0.375 0.956 1.742 -0.21 -0.31 0.34
H -1.266 -1.118 -0.198 0.20 0.06 -0.10
H 1.305 -1.020 -1.995 -0.08 0.13 0.09
H 0.218 -2.161 0.030 -0.09 0.05 -0.21
H -0.138 0.102 -2.172 -0.03 -0.22 0.14
H -0.449 1.902 2.307 -0.01 -0.01 -0.07
```
Positions in Å, forces in eV/Å.

As for the SMILES: O=CC(=O)N1CC1. The energy relative to the best compared isomer or geometry (same formula, charge and spin) comes out at 44.86 kcal per mole.


C2H2KO2 as an isolated structure in a non-equilibrium geometry, computed with ωB97M-V/def2-TZVPD.

```
7
Properties=species:S:1:pos:R:3:forces:R:3
K -1.886 -1.803 -0.777 0.37 0.17 0.18
O 2.099 -0.504 -0.729 -1.99 1.13 0.37
O -1.190 0.379 0.396 -0.90 0.67 0.28
C 0.992 -0.019 -0.443 2.59 -1.86 -2.39
C 0.091 -0.157 0.590 1.98 0.84 1.05
H 1.072 0.795 0.826 -2.20 -1.12 0.80
H -1.178 1.310 0.136 0.15 0.18 -0.29
```
Positions in Å, forces in eV/Å.

As for the spin multiplicity: 2. The energy relative to the best compared isomer or geometry (same formula, charge and spin) comes out at 52.05 kcal per mole. Its expectation value of S² is 0.76.


Copy entry 2 word for word.
A 3-piece molecular cluster, C4H13NO2 overall in a non-equilibrium geometry, computed with ωB97M-V/def2-TZVPD.

```
20
Properties=species:S:1:pos:R:3:forces:R:3
O 1.606 1.759 -0.008 0.20 0.56 0.41
O 1.198 0.381 2.642 -0.09 0.01 -0.25
N 0.517 -0.808 -1.138 0.41 0.37 -0.27
C -0.704 -0.391 -0.619 0.02 -0.32 1.81
C -2.470 -0.119 1.061 -0.32 -0.39 0.71
C 0.763 -0.482 -2.555 -1.24 -1.70 0.22
C -1.423 -0.964 0.385 1.05 2.40 -2.48
H -2.898 -0.750 1.836 -0.60 0.14 0.01
H 0.801 -1.731 -0.856 0.06 -0.19 -0.08
H 1.187 0.768 1.747 -0.06 0.05 0.51
H 0.276 0.321 2.918 0.16 0.03 -0.19
H -0.061 -1.004 -3.102 0.81 0.60 -0.34
H -1.240 -1.996 0.533 -0.06 -0.84 0.88
H 1.411 2.486 -0.621 -0.03 -0.82 0.15
H 0.684 0.586 -2.720 0.14 0.15 0.00
H -3.232 0.211 0.356 -0.24 -0.24 0.06
H 1.730 -0.887 -2.866 -0.18 0.30 0.04
H -0.871 0.637 -0.888 -0.47 0.42 -0.12
H -2.175 0.810 1.596 0.55 -0.62 -0.46
H 1.392 0.885 -0.363 -0.12 0.07 -0.62
```
Positions in Å, forces in eV/Å.

As for the SMILES: C/C=C/NC.O.O. The energy relative to the best compared isomer or geometry (same formula, charge and spin) comes out at 30.83 kcal per mole.